No. 1
DFT (the ωB97M-V functional and the def2-TZVPD basis) results for a molecular structure, C39H32DyF5N6OS3 in a non-equilibrium geometry.

Geometry as XYZ:
```
87
C39H32DyF5N6OS3 the ωB97M-V functional and the def2-TZVPD basis
Dy -1.245 1.106 1.610
S 1.205 4.733 -0.730
S -0.052 3.736 1.868
S -0.769 0.659 4.283
F -1.497 -3.536 -0.082
F -4.474 -1.432 0.380
F -3.605 -4.329 -0.118
F -2.244 -1.052 0.700
F -2.709 -3.317 1.698
O -3.195 1.793 2.070
N -0.404 2.728 -0.586
N -0.557 -1.968 4.637
N 3.197 -2.540 0.194
N -1.698 2.355 -0.273
N -0.373 -1.367 2.464
N 0.520 -0.603 1.729
C 3.459 -6.715 -2.347
C -4.004 2.916 0.041
C -0.528 -0.984 3.765
C 4.672 -0.607 1.719
C 3.278 -5.668 0.167
C -5.120 3.181 -0.706
C 1.778 7.409 1.494
C 0.244 -4.472 -3.069
C -0.538 7.688 1.199
C -2.737 3.194 -0.627
C -6.391 2.907 -0.244
C 3.105 -5.396 -2.181
C 2.536 -3.371 -0.829
C 1.022 -3.291 -2.973
C 4.510 -2.748 0.546
C -2.559 4.174 -1.572
C 0.104 3.712 0.150
C 0.496 -2.846 -5.286
C 3.021 -4.796 -0.934
C 0.423 8.442 3.238
C 5.236 -1.809 1.267
C 1.659 -2.794 -1.680
C 0.602 6.465 -0.636
C -5.457 1.520 1.463
C -0.692 8.268 2.461
C -2.773 -3.335 0.292
C -0.280 -4.894 -4.317
C -6.603 2.022 0.824
C 1.021 -2.395 -4.067
C -0.092 -4.123 -5.457
C 1.641 8.145 2.684
C 3.800 -7.499 -1.243
C 3.281 -0.524 1.533
C 1.132 -1.406 0.840
C 3.800 -6.951 0.037
C 0.649 7.136 0.706
C -4.158 2.025 1.182
C -3.201 -1.896 -0.052
C 2.537 -1.415 0.687
H 1.503 -1.422 -3.976
H 3.073 -5.291 1.195
H -1.604 4.173 -2.073
H 2.732 6.950 1.320
H -0.446 -4.437 -6.396
H 1.481 -1.739 -1.508
H -5.615 0.754 2.198
H 0.620 -2.195 -6.086
H 2.635 0.143 2.107
H -1.391 7.505 0.547
H 4.147 -8.541 -1.339
H 6.262 -2.025 1.443
H -1.681 8.488 2.945
H -0.422 6.414 -1.028
H 4.974 -3.684 0.212
H 5.222 0.118 2.306
H 2.993 -4.773 -3.065
H 0.281 8.719 4.288
H -0.144 -2.861 4.330
H -0.606 -1.880 5.631
H 0.527 -2.250 0.379
H 4.243 -7.570 0.840
H 2.537 8.387 3.248
H -0.041 -4.958 -2.176
H -5.019 3.690 -1.640
H -0.786 -5.831 -4.356
H -7.559 1.606 1.101
H 1.246 7.016 -1.298
H -3.334 4.956 -1.721
H 3.723 -7.194 -3.321
H -7.259 3.250 -0.848
H -3.263 -1.752 -1.176
```

Summary:
Energy above the lowest of the compared OMol25 structures with the same formula, charge and spin ... 285.08 kJ/mol
HOMO energy (spin up / spin down) ... 0.01 / -0.39 eV
Charge ... -2
Multiplicity ... 6
E ... -122122.69199 eV
LUMO level (spin up / spin down) ... 3.89 / 3.89 eV

***

No. 2
DFT (the ωB97M-V functional and the def2-TZVPD basis) results for a molecular structure, C39H33Br2ClHfIN5O5.

Geometry as XYZ:
```
87
C39H33Br2ClHfIN5O5 the ωB97M-V functional and the def2-TZVPD basis
Hf -0.205 0.004 0.556
I 0.668 -0.352 5.628
Br 6.843 0.018 0.591
Br 2.459 -6.415 0.041
Cl -4.762 -1.996 5.501
O 0.060 -0.676 2.425
O 0.615 1.832 -0.590
O -1.992 1.099 -0.502
O -0.788 -0.355 -1.583
O -0.135 1.921 1.434
N -0.314 1.884 -3.230
N -2.132 -1.169 1.150
N 2.208 -0.021 0.832
N -0.578 4.397 2.569
N 0.768 -2.100 -0.052
C -4.401 -1.907 1.034
C -2.206 -1.211 5.267
C 0.377 4.738 1.653
C -3.375 -1.611 3.187
C -4.491 -1.950 2.403
C 1.062 5.957 1.827
C -3.203 -1.487 0.445
C -0.997 -0.926 3.196
C -3.813 3.623 0.966
C 2.067 -2.322 0.192
C 4.290 1.111 1.172
C -1.720 1.415 -2.889
C 2.608 -3.595 0.230
C -1.575 3.848 -3.052
C -2.521 4.085 1.134
C -3.341 -1.587 4.611
C -0.016 -3.152 -0.303
C 1.679 4.427 -0.385
C -2.193 -1.258 2.512
C -2.561 2.694 -2.833
C 2.887 -1.117 0.463
C -4.445 2.936 1.991
C 0.738 3.946 0.550
C 0.437 -4.456 -0.300
C 4.269 -1.141 0.364
C -2.474 3.132 3.370
C -1.859 3.838 2.330
C -4.538 2.024 4.322
C -1.554 0.662 -1.578
C -1.727 2.882 4.649
C 2.911 1.055 1.200
C -1.026 -0.862 4.559
C 0.364 2.559 0.450
C 4.981 -0.002 0.715
C -0.466 3.230 -3.880
C 2.298 5.640 -0.227
C -3.798 2.702 3.199
C 1.993 6.396 0.918
C 1.777 -4.681 -0.016
H -5.412 -2.243 2.886
H -2.201 -1.184 6.347
H -2.017 0.725 -3.678
H -0.241 -5.270 -0.507
H 0.220 1.986 -2.339
H 2.480 7.347 1.084
H -4.543 2.636 5.224
H 3.650 -3.748 0.466
H 0.806 6.574 2.679
H 1.953 3.783 -1.211
H -0.507 4.902 3.440
H 0.493 3.741 -3.855
H -3.117 -1.399 -0.631
H -1.761 3.747 5.317
H 0.181 1.201 -3.801
H -3.323 2.669 -3.610
H -0.767 3.057 -4.913
H -5.240 -2.167 0.407
H -3.055 2.765 -1.867
H -1.052 -2.939 -0.525
H -4.352 3.840 0.054
H -0.679 2.654 4.450
H 3.022 5.996 -0.944
H -5.472 2.615 1.874
H -5.572 1.830 4.044
H 2.351 1.904 1.566
H -2.041 4.673 0.361
H -4.078 1.067 4.592
H 4.803 2.005 1.492
H -2.142 2.042 5.201
H -2.024 4.697 -3.561
H -1.176 4.205 -2.100
H 4.785 -2.023 0.019
```

Summary:
Energy above the lowest of the compared OMol25 structures with the same formula, charge and spin ... 12.38 kJ/mol
HOMO energy ... -12.30 eV
Charge ... +2
Multiplicity ... 1
E ... -220677.71463 eV
LUMO level ... -5.65 eV